# 1
C29H26F3N3S3Tc as an isolated structure. Source: the OMol25 dataset; level of theory: wB97M-V/def2-TZVPD.

Properties
total charge = +1
largest force on an atom = 0.0670 Eh/bohr
HOMO level = -0.363 Eh
energy = -77816.192 eV
ΔE to the lowest compared entry with this formula, charge and spin = 0.0 kcal per mole

Positions of all 65 atoms, in Å:
Tc1 -0.58 -0.34 -0.25
S1 1.43 0.58 0.37
S2 -2.83 -1.14 -0.06
S3 -1.26 0.16 -2.50
F1 -5.68 -0.15 0.59
F2 -5.48 -1.35 2.44
F3 -6.15 0.72 2.47
N1 0.13 -1.80 1.51
N2 -1.66 0.59 1.32
N3 0.50 -1.95 -1.44
C1 1.39 -2.71 -0.55
C2 -3.95 0.47 1.97
C3 1.17 -1.19 -2.54
C4 -2.49 2.15 2.89
C5 1.83 -1.98 3.40
C6 0.70 -2.99 0.73
C7 -0.16 2.60 -1.52
C8 0.71 4.74 -0.88
C9 3.07 0.26 2.42
C10 0.33 -0.25 -3.19
C11 -0.48 -2.99 -1.97
C12 2.95 -1.45 4.02
C13 1.90 -0.20 1.81
C14 -1.45 1.65 2.09
C15 -0.38 3.08 -2.83
C16 -0.07 4.42 -3.15
C17 2.45 -1.53 -3.02
C18 2.08 0.05 -4.79
C19 0.58 5.26 -2.21
C20 -2.88 0.00 1.22
C21 -5.31 -0.14 1.86
C22 1.26 -1.33 2.33
C23 3.55 -0.32 3.55
C24 -0.91 -2.36 2.44
C25 0.81 0.39 -4.34
C26 -0.56 1.22 -1.24
C27 0.32 3.52 -0.54
C28 2.87 -0.81 -4.11
C29 -3.75 1.53 2.82
H1 -4.43 1.87 3.57
H2 0.27 1.18 -4.86
H3 -0.37 1.94 2.10
H4 -2.31 2.96 3.54
H5 -0.78 2.38 -3.60
H6 -0.23 -3.57 0.61
H7 4.46 0.12 3.92
H8 -1.23 -3.25 -1.22
H9 -1.29 -1.67 3.21
H10 3.30 -1.96 4.88
H11 1.66 -3.68 -1.03
H12 1.25 -3.53 1.47
H13 -0.50 -3.27 2.92
H14 3.91 -0.92 -4.45
H15 1.43 -2.87 3.82
H16 2.56 0.60 -5.60
H17 0.98 5.41 -0.04
H18 0.89 6.25 -2.49
H19 0.02 -3.85 -2.41
H20 3.07 -2.12 -2.42
H21 -0.08 4.73 -4.14
H22 0.33 3.15 0.44
H23 2.35 -2.24 -0.38
H24 -1.03 -2.55 -2.79
H25 -1.80 -2.64 1.84
H26 3.52 1.12 2.01

# 2
One molecule with the formula C29H26N2O5S2. Source: the OMol25 dataset; level of theory: wB97M-V/def2-TZVPD.

Properties
SMILES string = O=C(O)CCCN1C(=O)[C@@H]2[C@@H]3C[C@@H]([C@H]4Sc5c(sc(=O)n5-c5ccccc5)[C@H](c5ccccc5)[C@@H]34)[C@@H]2C1=O
total charge = 0
largest force on an atom = 0.0207 Eh/bohr
HOMO level = -0.293 Eh
energy = -65386.302 eV
ΔE to the lowest compared entry with this formula, charge and spin = 0.0 kcal per mole

Positions of all 64 atoms, in Å:
S1 0.54 -2.42 -2.35
S2 -1.99 0.76 -1.10
O1 0.59 3.32 3.31
O2 2.09 -0.88 4.15
O3 4.07 -0.21 2.08
O4 1.29 -1.04 -4.49
O5 5.50 0.46 3.65
N1 -0.24 -0.08 -3.07
N2 1.56 1.33 3.90
C1 -0.41 1.24 1.14
C2 -1.60 0.39 0.66
C3 0.63 1.83 -4.30
C4 2.67 1.86 4.67
C5 -3.13 -3.49 0.72
C6 -1.95 2.70 -4.80
C7 -0.45 1.11 -3.82
C8 -0.92 -0.37 -1.90
C9 -2.64 -2.65 -0.27
C10 0.61 -1.06 -3.51
C11 0.59 2.12 3.31
C12 4.10 2.10 2.57
C13 -0.65 -1.58 -1.37
C14 -1.75 1.54 -4.08
C15 0.23 -0.85 1.61
C16 -1.18 -1.05 1.02
C17 -0.44 1.20 2.68
C18 -1.22 -2.11 -0.11
C19 0.78 0.34 0.82
C20 -4.41 -4.00 0.65
C21 0.04 -0.22 3.00
C22 4.65 0.72 2.85
C23 -4.74 -2.84 -1.41
C24 -0.87 3.42 -5.28
C25 -5.23 -3.67 -0.42
C26 3.60 2.76 3.86
C27 -3.46 -2.33 -1.34
C28 1.35 -0.02 3.75
C29 0.42 2.98 -5.04
H1 -5.37 -2.58 -2.26
H2 0.84 -1.75 1.63
H3 3.31 2.03 1.83
H4 2.26 2.44 5.50
H5 -2.49 -3.76 1.55
H6 4.45 3.00 4.49
H7 0.89 0.13 -0.24
H8 1.64 1.48 -4.11
H9 -3.10 -1.70 -2.14
H10 4.91 2.71 2.15
H11 -0.64 -0.80 3.63
H12 1.72 0.70 1.21
H13 -1.43 1.46 3.07
H14 1.26 3.53 -5.41
H15 -0.60 -2.95 0.22
H16 -1.04 4.32 -5.86
H17 -6.23 -4.06 -0.48
H18 -4.77 -4.65 1.43
H19 -2.53 0.68 1.15
H20 3.08 3.69 3.60
H21 -0.40 2.25 0.73
H22 -1.86 -1.43 1.80
H23 -2.59 0.96 -3.72
H24 3.21 1.00 5.06
H25 -2.96 3.03 -5.00
H26 4.39 -1.09 2.31